Computed, not measured: C35H34ClNOSi2Sr as an isolated structure at a distorted geometry, with wB97M-V/def2-TZVPD.

Gap between HOMO and LUMO ... 5.48 eV
ΔE to the lowest compared entry with this formula, charge and spin ... 1.2640 eV
E_LUMO ... -0.36 eV
Charge ... 0
E_tot ... -69498.8225 eV
Spin multiplicity ... 1

Each line ends with the Löwdin charge.
Atoms and positions in Å:
C  -1.82  -0.88  5.66  -0.247
C  -2.40  -0.16  4.58  -0.226
C  -2.47  -1.03  3.46  -0.244
H  -2.83  0.85  4.65  0.092
C  -1.92  -2.28  3.83  -0.230
C  -1.52  -2.19  5.20  -0.246
H  -1.17  -3.03  5.82  0.083
H  -1.72  -0.53  6.69  0.091
H  -2.97  -0.81  2.51  0.083
H  -1.93  -3.19  3.22  0.089
Sr  0.37  -0.51  3.70  1.301
Si  2.59  0.15  -4.44  0.717
C  1.79  1.65  -5.21  -0.343
C  2.28  2.41  -6.30  -0.096
H  3.22  2.12  -6.78  0.101
C  1.58  3.53  -6.75  -0.093
H  1.96  4.12  -7.58  0.099
C  0.38  3.91  -6.14  -0.090
H  -0.17  4.79  -6.48  0.101
C  -0.13  3.15  -5.07  -0.085
H  -1.06  3.42  -4.59  0.087
C  0.57  2.03  -4.62  -0.120
H  0.17  1.43  -3.79  0.092
C  1.85  -1.38  -5.20  -0.323
C  0.72  -1.34  -6.04  -0.093
H  0.32  -0.38  -6.38  0.100
C  0.08  -2.53  -6.43  -0.090
H  -0.84  -2.47  -7.01  0.100
C  0.60  -3.77  -6.05  -0.095
H  0.09  -4.69  -6.33  0.100
C  1.79  -3.82  -5.32  -0.094
H  2.22  -4.78  -5.05  0.099
C  2.43  -2.63  -4.93  -0.114
H  3.39  -2.68  -4.39  0.099
H  2.59  0.15  -2.96  -0.055
Si  -0.16  0.05  0.58  0.158
C  -0.85  -1.57  -0.03  -0.360
C  -2.01  -1.66  -0.82  -0.089
H  -2.53  -0.74  -1.12  0.098
C  -2.54  -2.91  -1.19  -0.092
H  -3.42  -2.95  -1.83  0.099
C  -1.94  -4.09  -0.75  -0.103
H  -2.34  -5.06  -1.06  0.096
C  -0.82  -4.02  0.08  -0.104
H  -0.35  -4.94  0.45  0.096
C  -0.28  -2.78  0.45  -0.141
H  0.59  -2.75  1.13  0.081
C  -1.32  1.41  0.06  -0.369
C  -2.51  1.72  0.76  -0.105
H  -2.75  1.20  1.70  0.079
C  -3.40  2.70  0.27  -0.095
H  -4.33  2.90  0.80  0.098
C  -3.09  3.41  -0.90  -0.101
H  -3.79  4.14  -1.29  0.097
C  -1.88  3.16  -1.55  -0.094
H  -1.62  3.73  -2.45  0.081
C  -0.99  2.19  -1.07  -0.124
H  -0.03  2.05  -1.56  0.061
H  4.00  0.22  -4.86  -0.031
Cl  1.73  0.31  -0.19  0.213
O  1.06  1.84  4.01  -0.233
C  1.75  2.38  5.18  -0.149
C  1.88  1.33  6.24  -0.262
C  2.54  1.67  7.41  -0.016
C  2.63  0.70  8.42  -0.041
C  2.05  -0.55  8.21  -0.047
C  1.40  -0.82  7.01  -0.104
N  1.35  0.11  6.01  -0.009
H  0.95  2.55  3.35  0.120
H  1.15  3.22  5.58  0.143
H  2.75  2.73  4.89  0.139
H  2.94  2.68  7.49  0.125
H  3.15  0.94  9.35  0.116
H  2.09  -1.33  8.97  0.110
H  0.91  -1.78  6.81  0.110

Computed, not measured: C35H34FN2O2SY as an isolated structure at a distorted geometry, with wB97M-V/def2-TZVPD.

Gap between HOMO and LUMO ... 6.89 eV
E_LUMO ... -0.03 eV
Charge ... 0
E_tot ... -58522.2146 eV
Spin multiplicity ... 1

Each line ends with the Löwdin charge.
Atoms and positions in Å:
Y  -0.24  -0.42  -0.11  1.538
C  -1.44  -4.30  -1.00  -0.027
C  -0.06  -4.34  -0.45  -0.313
C  0.43  -5.62  -0.07  -0.034
C  1.75  -5.86  0.12  -0.007
C  2.63  -4.75  0.04  -0.146
C  4.04  -4.84  0.08  -0.051
C  4.86  -3.73  -0.10  -0.077
C  4.28  -2.48  -0.21  -0.142
C  2.91  -2.30  -0.24  -0.585
S  2.39  -0.63  -0.38  0.664
C  2.03  -3.42  -0.11  -0.221
N  0.70  -3.27  -0.34  0.103
H  -1.53  -5.13  -1.71  0.097
H  -1.67  -3.37  -1.51  0.067
H  -2.14  -4.50  -0.20  0.085
H  -0.31  -6.43  0.01  0.125
H  2.12  -6.86  0.28  0.119
H  4.49  -5.83  0.20  0.109
H  5.94  -3.84  -0.19  0.108
H  4.86  -1.60  -0.33  0.085
C  0.76  3.55  -3.36  -0.050
C  1.50  2.34  -2.72  -0.341
C  0.71  1.01  -2.84  -0.105
C  2.12  2.67  -1.37  -0.165
C  3.41  3.22  -1.39  -0.048
C  4.19  3.31  -0.25  -0.086
C  3.65  2.99  0.99  -0.042
C  2.31  2.62  1.07  -0.150
C  1.78  2.28  2.47  -0.359
C  0.80  3.32  3.04  -0.057
C  1.32  0.80  2.61  -0.078
C  1.53  2.41  -0.11  -0.265
N  0.15  2.07  -0.02  -0.053
C  -0.80  3.09  -0.13  -0.235
C  -0.58  4.52  -0.06  -0.032
C  -1.63  5.44  -0.08  -0.104
C  -2.95  5.01  -0.18  -0.096
C  -3.20  3.62  -0.32  -0.026
C  -2.15  2.74  -0.25  -0.214
F  -2.48  1.39  -0.22  -0.006
H  0.56  3.34  -4.41  0.073
H  1.40  4.43  -3.27  0.078
H  -0.21  3.76  -2.86  0.076
H  2.42  2.23  -3.33  0.128
H  -0.25  1.04  -2.31  0.039
H  1.30  0.14  -2.53  0.000
H  0.44  0.87  -3.90  0.087
H  3.88  3.47  -2.35  0.114
H  5.24  3.57  -0.33  0.101
H  4.24  3.07  1.90  0.109
H  2.65  2.39  3.11  0.113
H  -0.19  3.21  2.60  0.071
H  1.19  4.31  2.79  0.080
H  0.73  3.20  4.14  0.081
H  0.38  0.64  2.03  0.016
H  1.09  0.54  3.64  0.082
H  2.13  0.18  2.23  0.044
H  0.43  4.91  0.00  0.108
H  -1.38  6.50  -0.04  0.098
H  -3.77  5.69  -0.08  0.085
H  -4.18  3.23  -0.47  0.107
O  -1.82  -1.07  1.42  -0.093
C  -2.55  -1.46  0.46  -0.598
O  -2.18  -1.28  -0.75  -0.159
C  -3.85  -2.13  0.77  -0.129
C  -4.25  -2.43  2.08  -0.013
C  -5.46  -3.06  2.30  -0.073
C  -6.32  -3.45  1.26  -0.059
C  -5.91  -3.15  -0.03  -0.081
C  -4.72  -2.48  -0.28  -0.014
H  -3.58  -2.16  2.90  0.122
H  -5.70  -3.29  3.32  0.100
H  -7.26  -3.92  1.46  0.101
H  -6.55  -3.40  -0.86  0.104
H  -4.42  -2.30  -1.31  0.118

Computed, not measured: a 2-piece molecular cluster, C35H34NOS overall at a distorted geometry, with wB97M-V/def2-TZVPD.

Gap between HOMO and LUMO ... 2.52 eV
E_LUMO ... -5.52 eV
Charge ... +1
E_tot ... -51211.0177 eV
Spin multiplicity ... 1

Each line ends with the Löwdin charge.
Atoms and positions in Å:
C  2.56  -4.44  -3.39  -0.054
O  1.93  -4.67  -2.11  -0.184
C  1.26  -3.67  -1.45  -0.313
C  2.09  -2.91  -0.53  -0.208
C  2.23  -1.52  -0.65  -0.046
C  3.07  -0.84  0.24  -0.096
C  3.75  -1.53  1.24  -0.092
C  3.67  -2.93  1.30  -0.076
C  2.84  -3.63  0.42  -0.014
C  -0.11  -3.70  -1.65  -0.412
N  -1.10  -3.11  -0.90  -0.116
C  -0.81  -2.44  0.36  -0.007
C  -2.37  -3.29  -1.40  -0.316
C  -3.54  -2.57  -0.82  -0.018
C  -2.39  -4.19  -2.42  -0.559
C  -3.57  -4.76  -3.11  -0.104
S  -0.83  -4.69  -2.89  1.123
H  2.99  -5.41  -3.64  0.091
H  1.82  -4.15  -4.15  0.075
H  3.35  -3.69  -3.27  0.090
H  1.70  -1.02  -1.47  0.115
H  3.19  0.24  0.14  0.076
H  4.36  -0.99  1.97  0.100
H  4.25  -3.49  2.04  0.107
H  2.77  -4.72  0.44  0.130
H  -1.72  -2.44  0.97  0.084
H  -0.02  -2.98  0.90  0.104
H  -0.47  -1.41  0.19  0.082
H  -4.43  -2.87  -1.38  0.074
H  -3.72  -2.83  0.24  0.086
H  -3.46  -1.47  -0.89  0.067
H  -4.50  -4.32  -2.74  0.067
H  -3.50  -4.58  -4.19  0.080
H  -3.62  -5.85  -2.97  0.087
C  -1.57  2.42  5.74  -0.041
C  -2.42  2.73  4.67  -0.053
C  -1.92  2.85  3.37  -0.010
C  -0.53  2.80  3.13  -0.174
C  0.04  2.88  1.78  -0.038
C  -0.69  2.32  0.69  0.005
C  -0.34  2.34  -0.65  0.049
C  -1.21  2.00  -1.75  -0.202
C  -0.76  2.31  -3.06  -0.005
C  -1.54  1.99  -4.17  -0.050
C  -2.75  1.31  -4.01  -0.030
C  -3.21  1.00  -2.72  -0.054
C  -2.46  1.34  -1.59  -0.006
C  1.32  3.57  1.62  -0.165
C  2.29  3.18  0.68  -0.027
C  3.48  3.90  0.54  -0.045
C  3.73  5.02  1.34  -0.038
C  2.78  5.42  2.29  -0.045
C  1.62  4.67  2.47  -0.013
C  0.33  2.62  4.26  -0.013
C  -0.19  2.34  5.52  -0.047
H  -1.98  2.26  6.75  0.120
H  -3.49  2.87  4.85  0.116
H  -2.60  3.01  2.53  0.120
H  -1.63  1.83  0.96  0.109
H  0.60  2.80  -0.97  0.111
H  0.20  2.81  -3.18  0.123
H  -1.19  2.27  -5.17  0.118
H  -3.32  0.99  -4.89  0.121
H  -4.16  0.49  -2.59  0.114
H  -2.81  1.11  -0.58  0.110
H  2.14  2.27  0.10  0.093
H  4.20  3.59  -0.22  0.118
H  4.66  5.58  1.22  0.119
H  2.93  6.32  2.89  0.119
H  0.93  4.94  3.27  0.126
H  1.41  2.65  4.13  0.126
H  0.48  2.08  6.34  0.118